Arrangement A

20
Properties=species:S:1:pos:R:3 method="wB97M-V/def2-TZVPD" homo_ev=-19.121 total_charge=+2 lumo_energy_ha=-0.392
N 0.370 -0.749 -0.095
N -1.602 0.220 -0.718
N 0.284 0.518 0.602
C -0.026 -1.860 0.715
C 1.370 1.439 0.311
C -0.995 1.190 0.032
C -0.566 -0.598 -1.345
H 0.668 -2.101 1.475
H 1.836 -1.027 -0.656
H -0.799 2.185 -0.442
H 0.091 0.058 -1.962
H 0.057 -2.777 0.091
H 1.183 1.816 -0.697
H 2.329 0.922 0.438
H -1.105 -1.845 1.020
H -1.618 1.631 0.868
H -2.503 -0.029 -0.514
H 0.388 0.354 1.581
H -0.775 -1.583 -1.782
H 1.413 2.239 1.079

Arrangement B

20
Properties=species:S:1:pos:R:3 method="wB97M-V/def2-TZVPD" homo_ev=-17.985 total_charge=+2 lumo_energy_ha=-0.277
N -2.445 -0.572 0.037
N -4.259 0.849 0.172
N 2.618 -0.077 0.502
C 1.216 0.408 0.217
C -1.856 -1.417 -0.701
C -3.250 0.188 0.751
C 3.557 0.068 -0.673
H 3.084 0.403 1.334
H -2.987 0.194 1.828
H 4.277 0.925 -0.372
H 2.459 -1.031 0.852
H -4.575 0.940 -0.791
H 1.342 1.490 -0.001
H 4.264 -0.674 -0.873
H -2.016 -2.501 -0.602
H -4.698 1.483 0.851
H -1.001 -1.074 -1.299
H 0.527 0.145 1.041
H 3.003 0.280 -1.604
H 0.741 -0.024 -0.669

arrangement B wins, 464.4 kJ/mol ahead of the next structure.